<w>
A single C3H6F2S molecule. Source: OMol25; level of theory: wB97M-V/def2-TZVPD.

Last column: natural (NBO) charge in e.
Atoms and positions in Å:
C1 0.58 -0.90 -0.82  0.55
H1 0.07 -0.82 -1.81  0.15
S1 1.07 0.02 1.66  0.01
F1 0.58 -2.10 -0.20  -0.32
C2 -1.22 0.50 0.16  -0.62
H2 -1.71 -0.34 0.74  0.22
H3 -1.64 1.41 0.57  0.23
F2 1.90 -0.75 -1.15  -0.36
C3 0.33 0.26 0.06  -0.41
H4 -1.56 0.30 -0.87  0.20
H5 0.78 1.15 -0.42  0.24
H6 0.82 1.26 2.08  0.12

Values from the calculation:
- frontier orbital gap (eV) = 9.9470
- 2S+1 = 1
- SMILES string = C[C@@H](S)C(F)F
- E_HOMO (eV) = -9.2
- E_LUMO (Eh) = 0.027

---

<x>
A single C3H6F2S molecule. Source: OMol25; level of theory: wB97M-V/def2-TZVPD.

Last column: natural (NBO) charge in e.
Atoms and positions in Å:
H1 0.74 -0.50 -1.72  0.21
S1 -1.77 0.41 0.85  0.04
H2 0.19 -1.59 -0.61  0.23
H3 -0.97 -0.66 -1.71  0.22
F1 1.12 1.09 1.91  -0.34
H4 1.90 0.08 0.46  0.14
H5 -2.40 0.80 -0.17  0.10
H6 -0.04 1.37 -0.45  0.23
C1 0.90 0.20 0.92  0.57
F2 0.64 -0.98 1.58  -0.36
C2 -0.09 -0.67 -1.05  -0.61
C3 -0.21 0.44 0.00  -0.42

Values from the calculation:
- frontier orbital gap (eV) = 10.1421
- 2S+1 = 1
- SMILES string = C[C@@H](S)C(F)F
- E_HOMO (eV) = -9.4
- E_LUMO (Eh) = 0.027

---

Most stable structure - <x>; separation to the second - 0.079 eV.

---

<w>
25 unconnected molecules or ions with the total composition C4H48BO32. Source: OMol25; level of theory: wB97M-V/def2-TZVPD.

Last column: Löwdin charge in e.
Atoms and positions in Å:
H1 7.40 5.75 6.21  0.01
H2 11.74 1.46 5.29  -0.04
H3 14.66 7.79 7.61  0.00
O1 13.06 6.36 2.16  -0.01
H4 13.29 7.46 5.48  -0.04
H5 15.52 5.98 8.03  -0.04
O2 6.32 1.16 5.55  -0.04
H6 7.81 4.72 2.64  0.08
O3 7.92 8.26 4.82  0.01
H7 10.22 2.21 2.01  -0.05
O4 11.77 5.44 6.61  0.27
H8 12.82 8.89 5.88  0.05
H9 15.40 4.47 7.84  -0.01
O5 11.42 3.43 3.04  0.12
C1 10.79 4.10 3.84  -0.40
O6 8.21 0.49 3.36  -0.04
O7 15.63 7.92 7.65  -0.05
H10 8.72 7.85 5.08  -0.02
O8 10.03 6.74 5.77  0.25
C2 11.70 6.54 7.20  -0.39
O9 11.26 5.19 4.25  0.30
H11 8.07 0.46 6.22  -0.03
H12 8.94 0.65 3.94  -0.01
H13 12.64 8.27 9.67  -0.05
H14 13.73 5.15 5.89  0.02
O10 11.28 0.50 3.55  -0.04
H15 7.48 4.83 4.13  -0.02
O11 9.79 4.29 5.82  0.28
H16 10.08 10.75 4.38  -0.01
O12 11.37 4.91 9.60  -0.02
O13 9.41 2.08 1.56  -0.06
H17 10.26 10.04 5.68  -0.02
H18 13.86 7.60 9.97  -0.03
H19 12.65 7.15 2.42  0.01
O14 13.10 8.31 5.14  -0.02
O15 12.80 7.01 7.64  0.10
H20 6.69 1.38 4.70  0.01
O16 10.87 7.60 10.00  -0.06
O17 6.63 5.42 5.75  -0.03
O18 10.51 8.53 6.74  0.13
H21 8.84 1.47 2.07  0.00
O19 15.90 5.15 8.22  -0.03
H22 13.09 3.51 3.66  0.03
H23 8.47 9.55 7.35  0.03
O20 10.71 10.54 4.99  -0.01
O21 7.54 2.94 7.49  -0.05
H24 10.74 4.37 9.15  0.05
H25 8.73 4.91 7.61  -0.01
H26 10.24 10.45 8.43  -0.02
O22 8.87 0.28 6.70  -0.05
H27 11.51 -0.37 3.92  0.07
H28 14.40 4.89 4.61  -0.02
O23 8.54 10.48 7.55  -0.03
H29 10.97 6.64 9.90  -0.01
H30 8.55 5.39 9.01  0.07
H31 15.90 8.09 6.74  0.05
H32 13.43 5.44 9.63  0.03
H33 11.17 7.78 10.91  0.07
H34 5.87 5.93 6.04  0.06
H35 11.67 10.17 8.65  -0.01
H36 9.30 -0.42 6.16  0.05
H37 7.10 2.15 7.86  0.06
H38 12.60 5.74 2.71  -0.02
H39 7.81 2.66 6.62  -0.02
O24 8.56 5.71 8.09  -0.01
H40 11.11 4.94 10.54  0.09
H41 5.81 1.92 5.87  0.06
O25 13.51 8.50 9.96  -0.07
H42 12.07 0.76 3.06  0.07
O26 14.08 3.49 3.74  -0.04
H43 11.29 2.09 6.60  0.04
H44 13.60 5.86 11.13  0.06
B1 10.71 5.42 5.60  -0.80
H45 14.26 3.54 2.81  0.05
O27 12.07 1.81 6.09  -0.01
O28 14.36 5.56 5.29  -0.03
H46 7.33 8.05 5.50  -0.01
C3 9.82 3.61 4.78  -0.51
C4 10.59 7.32 6.73  -0.44
O29 13.98 5.95 10.24  -0.04
H47 8.56 11.02 6.78  0.04
O30 9.25 2.56 4.73  0.14
H48 7.82 -0.33 3.62  0.07
O31 8.01 5.22 3.46  0.00
O32 10.95 10.58 9.09  -0.06

Values from the calculation:
- frontier orbital gap (eV) = 8.7202
- 2S+1 = 1
- E_HOMO (eV) = -7.4
- E_LUMO (Eh) = 0.049
- net charge = -1

---

<x>
A molecular structure, C4H48BO32. Source: OMol25; level of theory: wB97M-V/def2-TZVPD.

Last column: Löwdin charge in e.
Atoms and positions in Å:
H1 -0.39 -2.96 -2.80  0.01
H2 -1.58 -2.73 -3.85  -0.01
O1 0.26 3.17 -2.13  -0.03
O2 -1.97 -2.45 1.26  -0.04
H3 -3.55 -1.36 -2.63  -0.04
H4 -5.81 0.63 1.51  0.06
H5 -2.05 -2.99 2.07  0.12
H6 4.55 -1.72 1.60  0.04
O3 0.77 -0.11 -4.60  -0.06
H7 -3.61 -2.51 1.50  -0.05
H8 -4.94 -1.11 -2.58  0.01
O4 -1.83 -1.52 -5.34  -0.06
O5 0.62 -3.76 0.91  -0.04
O6 -1.79 -0.08 -2.61  0.12
O7 2.64 -2.53 4.53  -0.05
H9 1.99 0.68 3.83  -0.03
O8 3.08 1.38 0.73  0.13
O9 -2.86 -2.86 -1.25  -0.06
H10 -0.36 2.76 -1.54  -0.01
H11 -0.22 -3.29 1.11  0.03
H12 -2.07 -1.51 1.48  0.05
O10 -4.25 -1.12 -3.18  0.00
H13 -1.77 -0.55 -5.52  0.03
H14 -1.53 0.87 3.12  0.06
C1 1.88 -0.59 1.09  -0.50
H15 4.89 5.04 1.33  0.02
H16 0.09 -0.74 -4.45  -0.02
O11 2.76 -1.21 1.58  0.16
O12 1.00 -2.87 -1.86  -0.02
O13 3.71 0.18 3.80  -0.06
H17 0.97 -2.83 -0.88  0.03
O14 -1.18 0.31 0.73  0.24
H18 2.71 3.04 -0.57  0.00
H19 3.09 4.24 -1.42  0.09
O15 5.42 0.16 -0.43  -0.04
H20 -4.94 -3.42 1.40  0.06
H21 -1.94 1.55 -5.05  0.05
H22 -2.22 -3.11 -1.97  0.00
O16 -3.18 -0.05 0.02  0.14
O17 1.01 1.26 0.31  0.33
O18 -4.55 -2.56 1.68  -0.06
H23 -4.45 2.04 -1.45  -0.04
H24 -2.66 0.51 -4.22  -0.03
O19 -4.95 0.75 1.94  -0.06
O20 -0.12 -0.14 -1.28  0.32
H25 -4.76 3.19 0.25  0.08
O21 2.73 3.99 -0.53  -0.05
H26 -1.29 -1.92 -6.01  0.05
O22 1.18 1.13 4.06  -0.06
C2 -1.34 -0.08 -1.44  -0.39
H27 5.47 -2.01 2.76  0.03
H28 -0.89 2.93 1.31  0.06
H29 0.86 2.44 -2.34  0.03
C3 1.99 0.80 0.87  -0.41
H30 6.06 2.22 1.21  0.04
C4 -2.02 0.24 -0.23  -0.40
O23 -1.21 -3.32 -3.21  -0.04
O24 5.36 -1.41 2.06  -0.04
O25 -2.76 1.04 -5.00  -0.05
H31 3.92 4.04 0.82  -0.02
H32 5.47 0.28 0.51  -0.03
O26 -1.28 3.20 0.46  -0.03
B1 0.13 0.10 0.10  -0.85
H33 3.45 -2.46 5.04  0.02
H34 0.98 0.37 -3.75  0.05
H35 -2.36 -2.80 -0.45  -0.03
H36 -4.36 0.20 1.40  0.01
H37 -1.04 -0.47 3.68  0.01
O27 -4.33 1.69 -2.30  0.01
H38 1.67 -2.21 -2.07  0.06
H39 4.70 0.74 -0.54  -0.03
H40 1.37 1.79 4.77  0.07
H41 4.94 1.75 2.08  -0.01
H42 3.95 -0.11 4.71  0.09
H43 -4.59 0.81 -2.14  -0.02
H44 2.73 -1.98 3.74  -0.01
H45 -4.08 2.21 1.22  0.05
O28 4.16 4.51 1.64  -0.08
O29 0.86 -1.10 0.64  0.29
H46 -2.22 3.01 0.48  -0.03
O30 -3.87 2.93 0.55  -0.08
O31 5.86 1.65 1.95  -0.04
O32 -1.84 -0.01 3.47  -0.05
H47 1.30 -3.10 1.03  0.00
H48 4.43 -0.15 3.25  0.01

Values from the calculation:
- frontier orbital gap (eV) = 9.5154
- 2S+1 = 1
- E_HOMO (eV) = -8.2
- E_LUMO (Eh) = 0.050
- net charge = -1

---

Most stable structure - <w>; separation to the second - 0.132 eV.

---

<w>
3 unconnected molecules or ions with the total composition C3H10FN2. Source: OMol25; level of theory: wB97M-V/def2-TZVPD.

Last column: natural (NBO) charge in e.
Atoms and positions in Å:
H1 -1.67 -0.20 1.19  0.39
F1 -3.72 -0.57 -0.06  -0.26
H2 -0.41 1.25 0.42  0.46
C1 2.17 -1.09 0.17  -0.39
C2 -2.87 0.31 -0.32  0.59
H3 -2.96 0.61 -1.38  0.18
H4 1.16 1.89 1.06  0.45
H5 0.21 -1.81 0.10  0.22
C3 1.12 -1.46 -0.48  -0.40
H6 2.90 -0.42 -0.31  0.21
H7 0.98 0.41 0.02  0.45
N1 0.63 1.38 0.23  -0.96
H8 2.43 -1.50 1.18  0.23
H9 0.77 1.79 -0.69  0.43
H10 1.03 -1.03 -1.48  0.21
N2 -1.77 0.42 0.36  -0.80

Values from the calculation:
- frontier orbital gap (eV) = 11.5439
- 2S+1 = 1
- E_HOMO (eV) = -14.8
- E_LUMO (Eh) = -0.119
- net charge = +1

---

<x>
2 unconnected molecules or ions with the total composition C3H10FN2. Source: OMol25; level of theory: wB97M-V/def2-TZVPD.

Last column: natural (NBO) charge in e.
Atoms and positions in Å:
N1 -0.60 1.64 1.67  -0.72
H1 -1.40 2.20 1.30  0.49
H2 -2.99 -0.33 2.08  0.44
C1 1.27 -0.66 -2.52  -0.67
C2 -0.95 0.24 1.69  0.24
H3 0.94 -1.38 -3.29  0.24
H4 0.38 1.98 1.34  0.46
H5 1.67 -1.91 -0.65  0.22
H6 -0.34 -0.65 1.58  0.27
H7 -0.49 1.67 2.67  0.45
F1 0.99 -0.12 -0.22  -0.47
H8 0.82 0.33 -2.67  0.24
H9 -0.36 -1.26 -0.96  0.18
N2 -2.26 0.25 1.59  -0.64
C3 0.89 -1.24 -1.17  0.04
H10 2.43 -0.75 -2.42  0.23

Values from the calculation:
- frontier orbital gap (eV) = 10.3694
- 2S+1 = 1
- E_HOMO (eV) = -14.7
- E_LUMO (Eh) = -0.161
- net charge = +1

---

Most stable structure - <w>; separation to the second - 1.635 eV.

---

<w>
5 unconnected molecules or ions with the total composition C5H15N5O10. Source: OMol25; level of theory: wB97M-V/def2-TZVPD.

Last column: natural (NBO) charge in e.
Atoms and positions in Å:
C1 7.75 2.91 -22.17  -0.48
H1 5.58 -1.62 -20.24  0.24
H2 10.96 3.93 -18.44  0.24
O1 12.79 4.24 -20.12  -0.36
O2 8.97 0.81 -19.75  -0.38
O3 4.79 0.73 -20.55  -0.37
O4 5.73 0.61 -22.48  -0.38
C2 8.67 -1.34 -18.96  -0.49
H3 4.48 -1.72 -21.62  0.24
H4 12.31 4.02 -17.33  0.23
N1 5.33 0.13 -21.45  0.54
N2 12.86 3.43 -19.23  0.53
H5 7.79 2.98 -21.10  0.24
C3 5.16 -3.59 -15.82  -0.49
H6 6.24 -1.71 -21.95  0.23
O5 13.72 2.57 -19.17  -0.40
H7 11.78 2.44 -17.73  0.25
H8 6.84 3.31 -22.61  0.24
H9 7.95 1.95 -22.65  0.24
H10 7.60 -1.27 -18.80  0.24
H11 9.23 -1.98 -18.29  0.24
N3 9.23 0.02 -18.88  0.54
H12 5.69 -4.54 -15.79  0.24
O6 9.56 3.31 -23.61  -0.38
N4 8.89 3.76 -22.69  0.53
C4 11.88 3.43 -18.14  -0.49
H13 5.60 -2.94 -15.06  0.24
H14 4.10 -3.68 -15.65  0.24
O7 6.40 -3.17 -17.74  -0.40
O8 4.39 -2.40 -17.64  -0.36
O9 9.92 0.26 -17.91  -0.38
C5 5.46 -1.35 -21.29  -0.49
N5 5.33 -3.01 -17.16  0.53
H15 8.77 -1.74 -19.97  0.23
O10 9.05 4.85 -22.17  -0.38

Values from the calculation:
- frontier orbital gap (eV) = 9.8911
- 2S+1 = 1
- SMILES string = C[N+](=O)[O-].C[N+](=O)[O-].C[N+](=O)[O-].C[N+](=O)[O-].C[N+](=O)[O-]
- E_HOMO (eV) = -10.6
- E_LUMO (Eh) = -0.025

---

<x>
5 unconnected molecules or ions with the total composition C5H15N5O10. Source: OMol25; level of theory: wB97M-V/def2-TZVPD.

Last column: natural (NBO) charge in e.
Atoms and positions in Å:
O1 3.09 -4.76 -9.47  -0.40
H1 0.30 -10.01 -7.61  0.23
H2 6.15 -5.10 -6.72  0.23
N1 -1.79 -10.11 -7.80  0.53
H3 -0.63 -8.91 -6.55  0.24
H4 0.33 -7.25 -11.47  0.24
H5 7.77 -4.46 -6.33  0.24
N2 3.55 -4.81 -10.59  0.55
H6 5.57 -4.33 -10.64  0.23
O2 -2.81 -9.48 -7.98  -0.38
O3 0.53 -5.99 -6.92  -0.37
C1 6.98 -4.49 -7.06  -0.48
H7 2.72 -5.61 -5.52  0.23
O4 2.21 -8.04 -13.03  -0.36
H8 3.68 -5.63 -7.06  0.23
H9 2.46 -4.36 -6.74  0.25
O5 2.03 -7.20 -7.88  -0.40
C2 1.06 -7.92 -11.03  -0.50
C3 4.96 -5.23 -10.73  -0.48
O6 7.14 -2.20 -6.81  -0.36
H10 -0.52 -8.52 -8.26  0.24
O7 3.35 -7.65 -11.25  -0.41
O8 -1.71 -11.32 -7.79  -0.38
H11 0.68 -8.94 -11.07  0.23
H12 7.31 -4.84 -8.03  0.23
O9 5.44 -2.97 -7.89  -0.39
C4 -0.55 -9.34 -7.55  -0.49
H13 5.19 -5.94 -9.95  0.23
N3 6.47 -3.10 -7.27  0.53
N4 2.30 -7.86 -11.83  0.54
H14 1.27 -7.61 -10.01  0.25
C5 2.73 -5.41 -6.59  -0.48
N5 1.68 -6.26 -7.19  0.54
H15 5.10 -5.64 -11.72  0.25
O10 2.94 -4.54 -11.60  -0.37

Values from the calculation:
- frontier orbital gap (eV) = 10.8747
- 2S+1 = 1
- SMILES string = C[N+](=O)[O-].C[N+](=O)[O-].C[N+](=O)[O-].C[N+](=O)[O-].C[N+](=O)[O-]
- E_HOMO (eV) = -11.1
- E_LUMO (Eh) = -0.008

---

Most stable structure - <x>; separation to the second - 0.350 eV.